(1)
The following is a quantum chemistry calculation of C11H20O2 as an isolated structure, from the OMol25 dataset.

LUMO level   0.48 eV
Orbital gap   9.78 eV
E_HOMO   -9.30 eV

Structure (XYZ):
```
33
C11H20O2 the ωB97M-V functional and the def2-TZVPD basis
C -4.39 -1.95 0.65
C -3.31 -1.39 -0.45
C -2.57 -0.07 0.07
C -1.68 0.38 -0.94
C -1.06 1.54 -0.62
C -0.30 1.53 0.87
C 0.81 0.48 0.93
H 1.38 0.62 1.61
H 0.45 -0.37 0.49
C 1.97 0.90 -0.33
C 3.02 0.20 -0.24
C 4.25 0.46 -0.17
C 5.49 -0.77 -0.12
O 6.64 -0.19 0.21
O 5.09 -1.89 -0.29
H 5.82 -2.47 0.02
H 4.67 1.23 0.10
H 2.80 -1.10 -0.29
H 1.57 0.97 -1.37
H 2.25 2.02 -0.07
H -0.95 1.35 1.56
H 0.05 2.70 1.18
H -0.47 2.21 -1.22
H -1.93 2.51 -0.12
H -0.97 -0.17 -1.37
H -2.19 0.63 -1.86
H -2.19 -0.63 1.01
H -3.41 0.77 0.34
H -4.09 -1.13 -1.24
H -2.70 -2.18 -0.66
H -4.95 -2.71 0.11
H -3.95 -2.29 1.34
H -5.16 -1.17 0.86
```

=====

(2)
The following is a quantum chemistry calculation of one molecule with the formula C11H20O6, from the OMol25 dataset.

LUMO level   0.55 eV
SMILES   CCCCO[C@@]12OC[C@@H](O)[C@@H](O)[C@]1(CO)[C@@H]2O
Orbital gap   9.58 eV
E_HOMO   -9.04 eV

Structure (XYZ):
```
37
C11H20O6 the ωB97M-V functional and the def2-TZVPD basis
C 3.89 -0.62 -3.31
C 2.60 -0.33 -2.55
C 2.94 0.70 -1.47
C 1.59 1.14 -0.79
O 1.06 0.23 0.25
C -0.27 0.55 0.79
O -1.10 1.69 0.45
C -2.50 1.50 0.27
C -3.14 0.90 1.40
O -4.56 0.77 1.24
C -2.58 -0.60 1.33
O -3.07 -1.32 0.25
C -1.03 -0.69 1.42
C -0.57 -2.25 1.22
O 0.84 -2.34 1.18
C -0.20 0.27 2.28
O -0.81 0.95 3.27
H 4.28 0.33 -3.54
H 3.67 -1.24 -4.23
H 4.61 -1.26 -2.77
H 1.92 0.07 -3.21
H 2.22 -1.32 -2.19
H 3.48 1.55 -1.97
H 3.50 0.25 -0.69
H 1.72 2.15 -0.33
H 0.88 1.36 -1.63
H -2.88 2.52 0.29
H -2.70 1.05 -0.68
H -2.93 1.40 2.31
H -4.72 -0.06 0.67
H -3.05 -1.07 2.18
H -3.11 -0.73 -0.54
H -0.88 -2.84 2.06
H -0.92 -2.58 0.20
H 1.33 -1.65 0.67
H 0.69 -0.30 2.70
H -0.22 1.81 3.49
```

=====

(3)
The following is a quantum chemistry calculation of C11H21Cl3CuN5Si as an isolated structure, from the OMol25 dataset.

LUMO level   -0.05 eV
Orbital gap   6.83 eV
E_HOMO   -6.88 eV

Structure (XYZ):
```
42
C11H21Cl3CuN5Si the ωB97M-V functional and the def2-TZVPD basis
Cu 0.33 -1.16 0.68
Cl -2.02 -4.35 -2.02
C -2.05 -4.60 -0.27
Cl -3.70 -4.79 0.30
Cl -1.07 -5.99 0.17
C -1.47 -3.41 0.36
N -0.99 -2.49 0.85
C 3.76 -0.76 1.79
Si 2.62 -1.13 0.32
C 3.34 -2.72 -0.41
C 3.11 0.20 -0.95
H 4.80 -0.75 1.45
H 3.66 -1.51 2.58
H 3.54 0.21 2.23
H 4.40 -2.59 -0.66
H 2.82 -3.02 -1.33
H 3.26 -3.56 0.29
H 4.20 0.20 -1.10
H 2.83 1.21 -0.60
H 2.64 0.04 -1.92
C -0.29 1.72 1.04
N -0.94 2.98 0.69
C -0.78 3.20 -0.75
N -1.38 2.11 -1.54
C -0.72 0.87 -1.16
N -0.87 0.58 0.29
C -2.32 0.52 0.59
N -3.00 1.77 0.24
C -2.37 2.86 0.99
C -2.80 2.01 -1.19
H -0.41 1.53 2.10
H 0.77 1.77 0.80
H 0.28 3.27 -0.99
H -1.27 4.14 -1.02
H 0.35 0.92 -1.38
H -1.16 0.04 -1.72
H -2.44 0.33 1.66
H -2.76 -0.30 0.03
H -2.50 2.69 2.06
H -2.87 3.80 0.72
H -3.29 2.95 -1.46
H -3.25 1.20 -1.76
```

=====

(4)
The following is a quantum chemistry calculation of C11H21Cl3IO4P2Pr as an isolated structure, from the OMol25 dataset.

Net charge   +2
LUMO level (alpha / beta)   -7.97 / -7.94 eV
Orbital gap (alpha / beta)   7.44 / 7.47 eV
E_HOMO (alpha / beta)   -15.41 / -15.41 eV
2S+1   3

Structure (XYZ):
```
43
C11H21Cl3IO4P2Pr the ωB97M-V functional and the def2-TZVPD basis
C -5.58 -3.28 -3.12
C -4.77 -3.16 -1.89
H -6.39 -4.02 -3.01
H -4.90 -3.57 -3.94
H -6.00 -2.28 -3.34
O -4.70 -3.61 -0.81
I -2.76 -1.28 -2.28
Pr -0.33 0.19 -1.01
P -1.78 1.79 0.84
C -1.96 2.30 2.58
C -1.35 3.41 0.10
H -2.12 4.12 0.42
H -4.03 2.60 0.65
H -1.32 3.36 -0.99
H -3.65 1.42 -0.68
H -1.00 2.64 2.97
H -0.36 3.72 0.46
C -3.54 1.65 0.39
H -2.70 3.11 2.62
H -3.98 0.82 0.97
H -2.31 1.45 3.17
P 1.46 -2.02 -0.93
C 2.56 -3.03 0.10
C 0.70 -3.35 -1.93
H 2.21 -0.79 -2.92
H 3.24 -2.19 -2.52
H 3.36 -0.66 -1.57
C 2.69 -1.34 -2.11
H 0.03 -2.92 -2.70
H 1.51 -3.93 -2.40
H 3.10 -3.72 -0.56
H 1.97 -3.60 0.83
H 0.09 -3.98 -1.27
H 3.27 -2.39 0.64
C 0.28 -0.41 1.39
O 0.58 -0.66 2.47
Cl 4.40 3.25 1.04
C 3.00 2.21 0.73
Cl 3.46 0.49 0.90
Cl 1.68 2.58 1.88
C 2.41 2.40 -0.74
O 2.93 3.20 -1.48
O 1.37 1.62 -1.00
```

=====

(5)
The following is a quantum chemistry calculation of C11H21ClN3O4Rh as an isolated structure, from the OMol25 dataset.

Net charge   +2
LUMO level (alpha / beta)   -8.09 / -8.09 eV
Orbital gap (alpha / beta)   7.79 / 7.79 eV
E_HOMO (alpha / beta)   -15.88 / -15.88 eV

Structure (XYZ):
```
41
C11H21ClN3O4Rh the ωB97M-V functional and the def2-TZVPD basis
Rh 1.16 0.44 -0.59
C 3.17 1.24 -1.04
C 2.81 0.09 -1.84
C 1.80 0.50 -2.75
C 1.53 1.84 -2.50
C 2.38 2.30 -1.45
H 3.94 1.28 -0.29
H 3.35 -0.85 -1.82
H 1.34 -0.13 -3.50
H 0.80 2.44 -3.01
H 2.38 3.29 -1.02
N -3.25 0.00 0.53
C -1.84 -0.52 0.64
C -1.32 -0.35 2.05
C 0.16 -0.77 2.14
N 1.07 0.22 1.49
C 0.39 -2.16 1.55
C -0.23 -2.34 0.17
N 0.60 -1.58 -0.82
C -1.71 -1.94 0.14
H -3.20 1.03 0.59
H -3.87 -0.36 1.26
H -3.67 -0.23 -0.37
H -1.29 0.13 -0.04
H -1.87 -1.00 2.74
H -1.45 0.68 2.39
H 0.41 -0.79 3.20
H 2.02 0.05 1.81
H 0.84 1.16 1.79
H -0.02 -2.91 2.23
H 1.46 -2.36 1.50
H -0.18 -3.40 -0.09
H 0.18 -1.64 -1.74
H 1.49 -2.06 -0.88
H -2.24 -2.65 0.78
H -2.11 -2.04 -0.87
O -0.92 1.59 -1.43
Cl -1.02 2.72 -0.47
O -2.16 2.49 0.39
O -1.13 3.95 -1.18
O 0.20 2.69 0.34
```

=====

(6)
The following is a quantum chemistry calculation of one molecule with the formula C11H21N3O4, from the OMol25 dataset.

LUMO level   0.32 eV
SMILES   CC(C)C[C@H](N)C(=O)N[C@@H](CCC(N)=O)C(=O)O
Orbital gap   9.83 eV
E_HOMO   -9.51 eV

Structure (XYZ):
```
39
C11H21N3O4 the ωB97M-V functional and the def2-TZVPD basis
C -1.36 -2.10 2.84
C -1.66 -1.42 1.49
C -3.11 -0.95 1.40
C -1.24 -2.21 0.23
C -1.19 -1.51 -1.14
N -0.54 -2.57 -1.94
C -0.42 -0.20 -1.15
O -0.96 0.81 -1.52
N 0.91 -0.36 -0.89
C 1.85 0.74 -1.01
C 2.05 1.50 0.32
C 0.86 2.42 0.78
C 0.69 3.70 -0.07
N -0.29 3.91 -1.02
O 1.51 4.60 0.11
C 3.19 0.41 -1.52
O 4.03 1.21 -1.82
O 3.33 -0.92 -1.57
H -0.26 -2.17 3.06
H -1.83 -3.09 2.95
H -1.75 -1.47 3.68
H -1.00 -0.57 1.53
H -3.83 -1.77 1.48
H -3.44 -0.35 2.27
H -3.34 -0.38 0.52
H -1.86 -3.11 0.09
H -0.24 -2.53 0.42
H -2.14 -1.13 -1.50
H -0.86 -2.51 -2.91
H 0.45 -2.45 -1.92
H 1.13 -1.25 -0.48
H 1.51 1.45 -1.80
H 2.21 0.78 1.10
H 2.96 2.13 0.32
H 1.18 2.78 1.78
H -0.05 1.84 0.89
H -0.64 3.11 -1.56
H -0.09 4.77 -1.53
H 4.22 -1.14 -1.90
```

=====

(7)
The following is a quantum chemistry calculation of a 3-piece molecular cluster, C11H22BBr2N3 overall, from the OMol25 dataset.

LUMO level   0.62 eV
SMILES   C[C@@H](Br)[C@H](Br)BN.CCCC#N.CCCC#N
Orbital gap   10.18 eV
E_HOMO   -9.56 eV

Structure (XYZ):
```
39
C11H22BBr2N3 the ωB97M-V functional and the def2-TZVPD basis
C 1.70 -0.01 -0.98
C 0.67 0.38 -2.12
Br -0.11 -1.34 -2.80
C -0.48 1.38 -1.67
Br 0.17 2.99 -0.70
B -1.67 0.73 -0.80
N -2.82 0.10 -1.51
H 2.70 -0.17 -1.50
H 1.88 0.78 -0.21
H 1.46 -1.02 -0.51
H 1.29 0.79 -2.98
H -0.96 1.77 -2.63
H -1.74 0.74 0.39
H -2.67 0.10 -2.53
H -2.86 -0.90 -1.26
C 5.45 2.38 0.71
C 6.16 1.12 1.21
C 6.80 0.31 0.08
C 5.74 -0.14 -0.88
N 4.92 -0.49 -1.62
H 4.62 2.13 0.05
H 5.04 2.94 1.55
H 6.14 3.03 0.17
H 5.45 0.50 1.76
H 6.94 1.41 1.92
H 7.30 -0.57 0.49
H 7.53 0.91 -0.46
C -6.82 -0.82 1.15
C -6.14 -1.83 2.08
C -4.65 -2.01 1.76
C -4.49 -2.52 0.36
N -4.36 -2.91 -0.72
H -6.80 -1.15 0.11
H -7.87 -0.69 1.43
H -6.33 0.16 1.22
H -6.66 -2.79 2.00
H -6.24 -1.49 3.11
H -4.21 -2.73 2.45
H -4.12 -1.07 1.86
```

=====

(8)
The following is a quantum chemistry calculation of a 5-piece molecular cluster, C11H22BCl8FO6S overall, from the OMol25 dataset.

LUMO level   0.47 eV
Orbital gap   10.20 eV
E_HOMO   -9.73 eV

Structure (XYZ):
```
50
C11H22BCl8FO6S the ωB97M-V functional and the def2-TZVPD basis
O 5.77 0.77 -0.27
C 4.98 0.56 -1.12
F 5.25 0.90 -2.40
C 3.64 -0.15 -0.97
O 2.50 0.69 -0.95
S 2.76 2.24 -0.41
O 3.02 2.16 1.01
O 1.23 2.68 -0.49
C 0.36 2.18 -1.55
B -0.67 1.11 -0.96
O -1.26 1.34 0.27
O -0.97 0.01 -1.70
H 3.54 -0.83 -1.81
H 3.69 -0.75 -0.06
H -0.22 3.04 -1.88
H 0.90 1.81 -2.41
H -0.68 1.07 0.99
H -1.26 -0.72 -1.13
Cl 2.89 3.94 -2.67
C 3.25 4.65 -4.27
C 4.73 4.61 -4.57
Cl 5.66 5.71 -3.53
H 2.88 5.67 -4.28
H 2.71 4.07 -5.01
H 4.90 4.93 -5.60
H 5.13 3.61 -4.45
Cl -4.27 -1.87 -0.44
C -3.53 -3.32 0.28
C -2.55 -2.97 1.36
Cl -1.10 -2.15 0.72
H -3.05 -3.88 -0.53
H -4.33 -3.92 0.69
H -2.20 -3.87 1.86
H -2.99 -2.31 2.10
Cl 2.20 -2.69 4.64
C 3.22 -1.34 4.07
C 2.42 -0.09 3.82
Cl 1.34 -0.26 2.41
H 3.73 -1.67 3.17
H 3.96 -1.15 4.85
H 3.10 0.73 3.59
H 1.81 0.17 4.68
Cl -6.78 -4.92 1.37
C -8.13 -3.78 1.65
C -7.72 -2.34 1.49
Cl -6.62 -1.80 2.79
H -8.53 -3.98 2.64
H -8.90 -4.02 0.91
H -8.60 -1.71 1.54
H -7.22 -2.17 0.54
```

=====

(9)
The following is a quantum chemistry calculation of a 3-piece molecular cluster, C11H22BFIN2O5P overall, from the OMol25 dataset.

LUMO level   -0.94 eV
SMILES   N#C[C@@](CCCF)([PH2]=O)[C@](I)(C#N)B(O)O.CCO.CCO
Orbital gap   9.04 eV
E_HOMO   -9.97 eV

Structure (XYZ):
```
44
C11H22BFIN2O5P the ωB97M-V functional and the def2-TZVPD basis
N 1.71 -4.52 1.06
C 1.74 -3.65 0.20
C 1.77 -2.42 -0.87
C 0.32 -2.08 -1.46
C -0.83 -1.87 -0.34
C -1.11 -0.29 -0.11
F -2.41 -0.20 0.54
P 2.45 -0.94 0.16
O 2.62 0.30 -0.75
C 2.87 -2.87 -1.99
I 3.11 -5.08 -2.06
C 4.35 -2.26 -1.69
N 5.43 -1.96 -1.23
B 2.50 -2.43 -3.52
O 3.01 -1.23 -4.13
O 1.57 -3.30 -4.23
H -0.02 -3.00 -2.08
H 0.30 -1.11 -2.10
H -1.81 -2.28 -0.81
H -0.67 -2.46 0.63
H -1.22 0.28 -1.11
H -0.27 0.19 0.52
H 1.52 -0.70 1.25
H 3.69 -1.33 0.82
H 3.88 -1.38 -4.58
H 1.80 -3.26 -5.19
C -2.04 1.76 4.55
C -0.76 1.85 3.73
O -0.87 1.05 2.56
H -2.24 0.72 4.83
H -1.97 2.36 5.45
H -2.90 2.10 3.96
H 0.09 1.49 4.31
H -0.56 2.89 3.43
H -1.63 1.39 2.05
C -2.90 3.44 -0.98
C -2.81 4.18 0.34
O -1.68 3.73 1.09
H -2.98 2.36 -0.80
H -3.76 3.77 -1.56
H -1.99 3.60 -1.57
H -3.71 4.00 0.94
H -2.71 5.26 0.18
H -0.89 3.90 0.55
```

=====

(10)
The following is a quantum chemistry calculation of C11H22Br12NO4S as an isolated structure, from the OMol25 dataset.

Net charge   +1
LUMO level   -3.36 eV
Orbital gap   8.50 eV
E_HOMO   -11.86 eV

Structure (XYZ):
```
51
C11H22Br12NO4S the ωB97M-V functional and the def2-TZVPD basis
C -3.06 1.82 0.56
C -3.86 0.54 0.62
O -3.03 -0.52 0.14
C -3.73 -1.67 -0.28
C -3.04 -2.91 0.27
O -2.61 -2.58 1.65
S -1.61 -3.61 2.27
O -2.03 -3.54 3.80
C -0.04 -2.75 2.29
C -0.03 -1.27 1.97
O -0.76 -0.64 3.00
C 1.45 -0.80 1.87
N 1.99 -0.21 3.08
H -2.67 1.97 -0.44
H -2.21 1.76 1.25
H -3.67 2.67 0.85
H -4.18 0.31 1.64
H -4.76 0.62 -0.01
H -3.68 -1.75 -1.38
H -4.77 -1.64 0.03
H -3.72 -3.76 0.32
H -2.15 -3.15 -0.32
H -2.16 -4.43 4.16
H 0.58 -3.32 1.59
H 0.35 -2.92 3.30
H -0.53 -1.05 1.01
H -0.70 0.32 2.89
H 2.05 -1.68 1.61
H 1.58 -0.10 1.05
H 1.53 -0.51 3.93
H 2.03 0.79 3.05
C 1.81 0.39 -2.45
Br 2.89 1.71 -1.57
Br 2.56 -1.38 -2.27
Br 0.00 0.45 -1.82
H 1.79 0.62 -3.51
C 4.52 5.07 0.19
Br 3.23 5.64 -1.13
Br 3.70 3.83 1.41
Br 6.09 4.34 -0.63
H 4.81 5.95 0.75
C 3.81 -4.31 -4.54
Br 2.41 -5.30 -5.41
Br 3.80 -4.60 -2.64
Br 5.53 -4.69 -5.29
H 3.60 -3.26 -4.70
C -0.51 5.95 -2.38
Br -0.68 6.90 -4.04
Br -1.98 6.33 -1.20
Br -0.31 4.06 -2.66
H 0.38 6.30 -1.89
```

=====

(11)
The following is a quantum chemistry calculation of a 4-piece molecular cluster, C11H22Cl6NOS overall, from the OMol25 dataset.

Net charge   +1
LUMO level   -3.77 eV
Orbital gap   8.05 eV
E_HOMO   -11.82 eV

Structure (XYZ):
```
42
C11H22Cl6NOS the ωB97M-V functional and the def2-TZVPD basis
Cl 6.07 0.90 -0.98
C 4.31 0.83 -0.74
C 3.55 1.14 -2.04
C 2.43 0.16 -2.37
N 1.16 0.53 -1.72
C 0.13 1.03 -2.29
C -0.95 1.36 -1.32
C -0.14 1.42 -0.01
C 0.91 0.36 -0.25
H 4.09 -0.16 -0.37
H 4.08 1.55 0.04
H 4.25 1.13 -2.88
H 3.14 2.15 -2.00
H 2.67 -0.85 -2.04
H 2.23 0.13 -3.44
H 0.13 1.19 -3.36
H -1.70 0.57 -1.31
H -1.42 2.31 -1.58
H -0.75 1.27 0.88
H 0.34 2.40 0.04
H 0.49 -0.64 -0.13
H 1.83 0.42 0.32
C -3.93 -1.35 1.88
S -3.63 -0.07 0.67
O -2.74 0.95 1.30
C -5.29 0.60 0.66
H -2.99 -1.86 2.06
H -4.30 -0.90 2.80
H -4.66 -2.06 1.48
H -5.55 0.92 1.67
H -5.98 -0.16 0.30
H -5.30 1.46 -0.01
C -6.98 -4.26 0.83
Cl -6.26 -4.55 2.41
Cl -7.54 -2.59 0.68
Cl -5.84 -4.64 -0.46
H -7.84 -4.91 0.72
C 8.34 0.77 2.00
Cl 7.38 1.33 3.38
Cl 10.02 1.30 2.08
H 8.32 -0.32 2.00
H 7.89 1.17 1.11
```

=====

(12)
The following is a quantum chemistry calculation of one molecule with the formula C11H22N2, from the OMol25 dataset.

LUMO level   0.98 eV
SMILES   NNC1CCC2(CCCCC2)CC1
Orbital gap   9.06 eV
E_HOMO   -8.09 eV

Structure (XYZ):
```
35
C11H22N2 the ωB97M-V functional and the def2-TZVPD basis
N 1.47 -0.51 -3.85
N 1.38 0.43 -2.85
C 1.88 0.05 -1.55
C 1.30 -1.23 -1.04
C -0.19 -1.04 -0.76
C -0.42 0.03 0.26
C -1.94 0.38 0.44
C -2.32 0.79 1.88
C -1.94 -0.31 2.96
C -0.75 -1.20 2.51
C 0.19 -0.29 1.67
C 0.14 1.42 -0.20
C 1.57 1.31 -0.73
H 0.73 -0.38 -4.58
H 2.45 -0.59 -4.24
H 1.43 1.41 -3.12
H 2.94 -0.03 -1.61
H 1.95 -1.70 -0.34
H 1.56 -1.96 -1.89
H -0.79 -0.87 -1.65
H -0.57 -1.95 -0.30
H -2.41 -0.59 0.26
H -2.31 1.13 -0.26
H -3.48 0.97 2.14
H -1.74 1.71 2.20
H -2.79 -0.86 3.22
H -1.60 0.16 3.91
H -0.99 -2.14 1.92
H -0.36 -1.51 3.51
H 1.18 -0.77 1.44
H 0.42 0.71 2.06
H 0.19 2.11 0.62
H -0.37 1.84 -1.07
H 2.24 1.24 0.19
H 1.97 2.27 -1.16
```

=====

Electronic energy, respectively: -15814.730; -24011.562; -109281.553; -98238.181; -39916.080; -24409.149; -156995.468; -138459.611; -45762.945; -872779.003; -101264.183; -14741.993 eV.